[1]
This record from the OMol25 dataset describes C29H22AuCl2N4O2 as an isolated structure. The level of theory is the ωB97M-V functional and the def2-TZVPD basis.

```
60
Properties=species:S:1:pos:R:3:nbo_charge:R:1
Au 0.505 0.836 1.471 0.479
C -2.257 4.090 2.549 -0.084
O -1.623 4.545 1.330 -0.481
C -0.790 3.557 0.952 0.563
N -0.753 2.506 1.668 -0.501
C -1.749 2.641 2.737 -0.134
C -2.847 1.604 2.650 0.054
C -3.023 0.805 1.529 -0.231
C -4.059 -0.119 1.492 -0.180
C -4.927 -0.245 2.565 -0.221
C -4.755 0.554 3.688 -0.216
C -3.716 1.470 3.729 -0.238
C 0.075 3.792 -0.224 0.122
C 0.665 5.026 -0.452 -0.216
C 1.626 5.102 -1.451 -0.180
C 1.953 3.960 -2.159 -0.203
C 1.250 2.788 -1.888 0.152
N 0.320 2.710 -0.951 -0.329
C 1.560 1.523 -2.597 0.512
N 0.717 0.644 -2.923 -0.421
C 1.486 -0.429 -3.584 -0.137
C 2.937 -0.088 -3.206 -0.093
O 2.875 1.324 -2.880 -0.504
C 1.069 -1.813 -3.162 0.049
C 0.976 -2.817 -4.120 -0.243
C 0.695 -4.125 -3.748 -0.232
C 0.498 -4.429 -2.409 -0.224
C 0.576 -3.428 -1.449 -0.181
C 0.867 -2.121 -1.821 -0.231
H -3.334 4.142 2.408 0.200
H -1.953 4.760 3.352 0.187
H -1.234 2.525 3.691 0.227
H -2.326 0.869 0.702 0.247
H -4.166 -0.759 0.627 0.218
H -5.724 -0.977 2.536 0.208
H -5.418 0.450 4.538 0.205
H -3.567 2.075 4.618 0.198
H 0.404 5.880 0.157 0.225
H 2.134 6.036 -1.650 0.214
H 2.734 3.959 -2.907 0.231
H 1.326 -0.327 -4.663 0.186
H 3.657 -0.226 -4.009 0.186
H 3.247 -0.626 -2.307 0.224
H 1.130 -2.573 -5.167 0.190
H 0.635 -4.901 -4.501 0.196
H 0.293 -5.448 -2.105 0.204
H 0.434 -3.666 -0.403 0.243
H 0.965 -1.354 -1.056 0.265
Cl 4.134 -2.037 0.153 -0.072
C 2.771 -2.769 0.985 -0.104
C 2.787 -4.129 1.137 -0.235
C 1.723 -4.793 1.754 -0.373
C 0.663 -4.014 2.207 -0.233
C 0.651 -2.645 2.049 -0.146
Cl -0.792 -1.827 2.634 -0.084
C 1.704 -1.862 1.407 0.109
N 1.795 -0.596 1.147 -0.974
H 3.637 -4.682 0.756 0.205
H 1.727 -5.867 1.884 0.195
H -0.188 -4.480 2.690 0.204
```

Output
**Charge**: -1
**Spin multiplicity**: 1
**LUMO**: 2.266 eV
**Frontier orbital gap**: 4.5 eV

[2]
This record from the OMol25 dataset describes C29H22BN8S2Sr as an isolated structure in a non-equilibrium geometry. The level of theory is the ωB97M-V functional and the def2-TZVPD basis.

```
63
Properties=species:S:1:pos:R:3:nbo_charge:R:1
Sr 0.396 0.804 1.110 1.846
C -4.171 1.712 1.369 -0.352
C -3.063 0.890 1.732 -0.018
N -1.859 1.550 1.647 -0.468
N -2.233 2.826 1.210 -0.346
C -3.576 2.875 0.987 0.026
B -1.167 3.930 1.309 0.547
N -0.379 4.016 0.016 -0.338
C -0.088 5.114 -0.734 0.007
C 0.709 4.696 -1.805 -0.354
C 0.786 3.351 -1.637 -0.041
N 0.259 2.942 -0.492 -0.429
N -0.175 3.711 2.509 -0.326
C -0.264 4.212 3.772 0.019
C 0.853 3.751 4.515 -0.345
C 1.429 2.814 3.685 -0.047
N 0.891 2.851 2.451 -0.458
H -5.193 1.500 1.116 0.247
H -3.136 -0.172 1.932 0.213
H -4.046 3.734 0.573 0.230
H -1.708 5.030 1.342 -0.028
H -0.464 6.118 -0.471 0.236
H 1.039 5.280 -2.716 0.247
H 1.319 2.631 -2.297 0.205
H -1.049 4.960 3.971 0.237
H 1.159 3.999 5.508 0.244
H 2.241 2.054 3.854 0.207
S -4.428 -1.734 -4.097 0.457
C -5.404 -0.485 -4.797 -0.394
C -4.762 0.707 -4.694 -0.247
C -3.613 0.646 -3.821 -0.228
C -3.295 -0.629 -3.481 -0.283
C -2.275 -1.138 -2.579 -0.007
C -1.809 -0.498 -1.441 0.049
N -0.772 -0.914 -0.646 -0.541
C -0.163 -2.077 -0.957 0.218
C -0.584 -2.829 -2.014 -0.112
C -0.015 -4.143 -2.315 -0.152
C 0.934 -4.552 -1.441 -0.178
C 1.568 -3.723 -0.435 -0.068
C 2.604 -4.211 0.317 -0.129
C 3.239 -3.372 1.200 -0.055
C 2.677 -2.041 1.347 0.073
N 1.626 -1.589 0.687 -0.538
C 1.086 -2.389 -0.265 0.147
C 4.440 -3.774 1.976 -0.245
C 5.635 -3.123 1.835 -0.220
C 6.693 -3.898 2.375 -0.256
C 6.273 -5.057 2.884 -0.358
S 4.581 -5.383 2.628 0.438
C -1.579 -2.312 -2.871 -0.102
H -6.341 -0.712 -5.364 0.262
H -5.162 1.661 -5.075 0.239
H -2.922 1.410 -3.524 0.229
H -2.296 0.423 -1.156 0.212
H -0.363 -4.699 -3.175 0.237
H 1.373 -5.539 -1.529 0.221
H 2.941 -5.260 0.195 0.239
H 3.219 -1.456 2.116 0.205
H 5.695 -2.190 1.348 0.226
H 7.714 -3.629 2.485 0.238
H 6.861 -5.748 3.471 0.246
H -1.884 -2.925 -3.647 0.218
```

Output
**Charge**: +1
**Spin multiplicity**: 1
**LUMO**: -3.273 eV
**Frontier orbital gap**: 7.7 eV

[3]
This record from the OMol25 dataset describes C29H22I2N4O2Rh as an isolated structure in a non-equilibrium geometry. The level of theory is the ωB97M-V functional and the def2-TZVPD basis.

```
60
Properties=species:S:1:pos:R:3:nbo_charge:R:1
Rh -0.254 -0.156 0.141 0.922
I 1.970 -1.736 -0.057 0.368
C 1.625 -2.304 1.992 -0.077
C 2.374 -3.327 2.515 -0.246
C 2.108 -3.792 3.807 -0.203
C 1.100 -3.222 4.541 -0.178
C 0.343 -2.153 4.025 0.030
C -0.705 -1.583 4.778 -0.191
C -1.463 -0.561 4.272 -0.200
C -1.161 -0.015 3.018 -0.258
C -0.184 -0.582 2.218 -0.080
C 0.596 -1.662 2.708 -0.205
H 3.155 -3.786 1.929 0.232
H 2.689 -4.607 4.204 0.234
H 0.847 -3.595 5.521 0.227
H -0.887 -1.972 5.768 0.222
H -2.284 -0.155 4.842 0.231
H -1.721 0.849 2.680 0.256
O -2.133 3.426 0.173 -0.595
C -1.827 2.323 -0.221 0.755
O -1.962 1.193 0.301 -0.696
C -1.165 2.234 -1.633 0.145
C -1.514 3.184 -2.601 -0.240
C -0.891 3.111 -3.821 -0.094
C 0.015 2.064 -4.088 -0.119
C 0.667 1.912 -5.328 -0.161
C 1.522 0.866 -5.551 -0.206
C 1.744 -0.083 -4.546 -0.163
C 1.131 0.040 -3.326 -0.249
C 0.271 1.118 -3.051 0.233
N -0.309 1.262 -1.827 -0.538
H -2.233 3.949 -2.353 0.258
H -1.089 3.851 -4.581 0.227
H 0.479 2.642 -6.098 0.225
H 2.015 0.762 -6.504 0.230
H 2.403 -0.918 -4.735 0.225
H 1.278 -0.704 -2.557 0.196
C -1.816 -3.519 0.611 -0.652
C -2.425 -2.576 -0.357 0.401
N -1.858 -1.489 -0.849 -0.471
C -2.736 -0.958 -1.752 -0.070
C -3.849 -1.738 -1.808 -0.073
N -3.634 -2.757 -0.923 -0.492
H -0.993 -3.025 1.121 0.241
H -1.426 -4.395 0.091 0.241
H -2.538 -3.860 1.351 0.239
H -2.508 -0.066 -2.300 0.230
H -4.745 -1.647 -2.388 0.238
H -4.272 -3.510 -0.717 0.435
I 4.415 3.725 -1.409 0.205
C 3.090 3.113 0.109 -0.175
C 3.120 3.698 1.365 -0.174
C 2.198 3.268 2.305 -0.216
C 1.275 2.299 1.948 0.055
N 1.271 1.725 0.748 -0.417
C 2.166 2.113 -0.150 0.005
H 3.838 4.466 1.606 0.245
H 2.195 3.681 3.302 0.242
H 0.523 1.968 2.649 0.228
H 2.158 1.612 -1.109 0.220
```

Output
**Charge**: +1
**Spin multiplicity**: 1
**LUMO**: -4.158 eV
**Frontier orbital gap**: 6.7 eV

[4]
This record from the OMol25 dataset describes C29H22IrN6 as an isolated structure in a non-equilibrium geometry. The level of theory is the ωB97M-V functional and the def2-TZVPD basis.

```
58
Properties=species:S:1:pos:R:3:lowdin_spin:R:1
Ir 0.094 0.513 0.552 0.877
C -1.026 -4.000 -2.573 0.081
C 0.110 -3.194 -2.594 0.000
C 0.391 -2.365 -1.530 0.058
C -0.445 -2.358 -0.403 0.040
C -1.575 -3.194 -0.376 0.067
C -1.863 -3.995 -1.462 -0.005
N -0.171 -1.500 0.657 0.357
C -0.337 -1.916 1.955 0.050
C -0.315 -3.258 2.374 0.091
C -0.463 -3.557 3.711 0.011
C -0.635 -2.544 4.657 0.121
C -0.637 -1.209 4.277 0.018
C -0.478 -0.896 2.938 0.088
N -0.434 0.393 2.418 0.206
N -0.494 1.489 3.128 0.386
C -0.358 2.623 2.416 0.011
C -0.523 3.867 3.038 0.100
C -0.396 5.013 2.285 0.017
C -0.088 4.903 0.927 0.092
C 0.080 3.652 0.368 0.047
N -0.056 2.523 1.072 0.076
H -1.260 -4.630 -3.420 0.004
H 0.783 -3.225 -3.440 -0.001
H 1.287 -1.759 -1.523 0.003
H -2.236 -3.171 0.482 0.001
H -2.750 -4.614 -1.451 -0.001
H -0.145 -4.041 1.648 0.003
H -0.434 -4.589 4.033 -0.001
H -0.763 -2.798 5.700 0.005
H -0.761 -0.409 4.994 -0.001
H -0.759 3.883 4.092 0.003
H -0.527 5.984 2.741 -0.001
H 0.037 5.782 0.313 0.004
H 0.345 3.540 -0.676 0.000
C -3.006 1.684 -3.975 0.237
C -1.711 1.665 -4.506 0.001
C -0.634 1.393 -3.705 0.154
C -0.840 1.121 -2.317 0.111
C -2.163 1.147 -1.789 0.143
C -3.219 1.424 -2.609 0.022
N 0.182 0.842 -1.505 0.376
N 1.443 0.809 -2.040 0.385
C 2.407 0.570 -1.176 0.098
C 3.764 0.463 -1.605 0.151
C 4.732 0.124 -0.699 0.000
C 4.412 -0.113 0.647 0.233
C 3.087 -0.016 1.103 0.018
C 2.110 0.343 0.222 0.223
H -3.850 1.898 -4.616 0.011
H -1.555 1.866 -5.557 -0.004
H 0.376 1.379 -4.084 0.007
H -2.314 0.943 -0.733 0.018
H -4.223 1.443 -2.207 -0.003
H 3.984 0.637 -2.649 0.006
H 5.759 0.024 -1.024 -0.004
H 5.192 -0.374 1.350 0.012
H 2.868 -0.214 2.146 -0.002
```

Output
**Charge**: +2
**Spin multiplicity**: 6
**LUMO (spin up / spin down)**: -6.687 / -9.262 eV
**Frontier orbital gap (spin up / spin down)**: 6.3 / 5.3 eV

Results for calculated total energy: -2543.89775; -2408.25144; -2193.57092; -1550.47924 (in Eh, following the order of the records).